one:
7
Properties=species:S:1:pos:R:3 method="wB97M-V/def2-TZVPD" smiles="O=C1NN1O" e_homo_ev=-10.3601
O 2.9877 -0.2952 -0.3081
C 1.9004 -0.0494 0.0814
N 1.0614 1.0390 0.3046
N 0.8325 -0.6039 0.6551
O -0.0793 -1.1587 -0.1455
H 0.4169 1.1069 -0.4430
H -0.7056 -1.6390 0.4100

two:
7
Properties=species:S:1:pos:R:3 method="wB97M-V/def2-TZVPD" e_homo_ev="-9.3686 / -9.3888"
C -0.1483 -0.6444 -0.5675
N 0.5533 -1.3112 0.2977
N -0.5253 1.5725 0.3106
O -0.7692 0.5504 -0.4170
O 0.9962 -0.7731 1.3379
H -0.6775 -1.1641 -1.2684
H 0.5709 1.7699 0.3068

Pick one: it beats the second-best structure by 75.3 kcal/mol.

one:
179
Properties=species:S:1:pos:R:3 method="wB97M-V/def2-TZVPD" smiles=COC[C@H](C)N.COC[C@H](C)N.COC[C@H](C)N.COC[C@H](C)N.COC[C@H](C)N.COC[C@H](C)N.COC[C@H](C)N.COC[C@H](C)N.COC[C@H](C)N.COC[C@H](C)N.CCO e_homo_ev=-8.5607
C 4.3896 0.8091 -0.1610
O 4.0052 -0.5147 -0.4366
C 4.1844 -0.8779 -1.8195
C 3.7076 -2.3172 -2.2011
C 4.5823 -3.3390 -1.4665
N 3.7337 -2.5914 -3.5951
H 5.4411 0.9491 -0.4118
H 4.1960 1.0199 0.8908
H 3.7313 1.4594 -0.7371
H 3.5951 -0.1010 -2.3067
H 5.2286 -0.7032 -2.0788
H 2.7069 -2.5860 -1.8627
H 4.6434 -3.0557 -0.4158
H 5.5840 -3.3262 -1.8962
H 4.1991 -4.3591 -1.4897
H 3.2520 -1.8464 -4.0780
H 3.1284 -3.3804 -3.7714
C 1.6046 -5.3745 -5.4250
O 1.3948 -4.8836 -4.0784
C 0.7192 -5.8122 -3.2144
C 1.1596 -5.3708 -1.7868
C 0.6043 -6.2898 -0.6694
N 0.5332 -4.0218 -1.5826
H 2.0656 -4.5383 -5.9505
H 0.6568 -5.5759 -5.9243
H 2.2989 -6.2137 -5.3819
H -0.3615 -5.6891 -3.2846
H 1.0225 -6.8414 -3.4063
H 2.2397 -5.4356 -1.6551
H 0.8911 -5.8652 0.2926
H 0.8932 -7.3395 -0.6166
H -0.4813 -6.3789 -0.6272
H 0.9380 -3.4269 -2.2913
H -0.4381 -3.9838 -1.8568
C -0.2239 5.0253 -1.3183
O 0.1988 4.0542 -2.3009
C 1.6283 4.1189 -2.5551
C 2.1167 2.7698 -3.1692
C 3.5852 2.7273 -3.4760
N 1.3359 2.3560 -4.3602
H -1.3067 4.9084 -1.2734
H -0.0932 6.0657 -1.6159
H 0.1442 4.7107 -0.3418
H 1.9069 4.9678 -3.1794
H 2.1211 4.1722 -1.5843
H 1.9239 1.9421 -2.4867
H 3.9113 1.7776 -3.8999
H 4.2114 2.9870 -2.6224
H 3.8389 3.5600 -4.1320
H 1.7029 2.9546 -5.0861
H 0.4406 2.7889 -4.1839
C 4.7069 4.2954 2.8180
O 3.8667 4.4531 3.9319
C 2.8181 5.4180 3.8178
C 1.6617 5.2324 4.8386
C 0.3965 6.0150 4.4229
N 1.9774 5.7232 6.1511
H 4.1389 3.7883 2.0380
H 5.5267 3.6126 3.0411
H 5.0957 5.1978 2.3463
H 3.1693 6.4497 3.8351
H 2.4429 5.3144 2.7997
H 1.4495 4.1636 4.8145
H 0.0266 5.8508 3.4108
H 0.5188 7.0893 4.5614
H -0.4382 5.7053 5.0517
H 2.0571 6.7300 6.1515
H 2.8814 5.3745 6.4363
C -1.9580 -2.8711 -4.9044
O -1.4134 -1.6608 -5.5118
C -0.2578 -1.1442 -4.8607
C 0.8350 -0.7480 -5.9200
C 1.3385 -1.7096 -7.0022
N 2.0736 -0.2424 -5.2141
H -1.3217 -3.7346 -5.0981
H -2.8679 -3.1067 -5.4564
H -2.0647 -2.6688 -3.8386
H -0.5221 -0.2711 -4.2640
H 0.1298 -1.8770 -4.1530
H 0.3951 0.0976 -6.4486
H 1.6725 -2.6564 -6.5777
H 2.2356 -1.4056 -7.5414
H 0.5157 -1.9938 -7.6581
H 1.7556 0.6059 -4.7676
H 2.7142 0.1044 -5.9137
C -2.2146 -6.1291 1.8300
O -2.7143 -5.6039 0.5936
C -2.7384 -4.1789 0.6015
C -3.2586 -3.5568 -0.6932
C -4.7275 -3.7941 -0.8945
N -2.6298 -4.2827 -1.8025
H -1.1311 -6.0633 1.9290
H -2.4209 -7.1993 1.8147
H -2.7695 -5.6632 2.6443
H -3.2283 -3.7603 1.4806
H -1.7041 -3.8774 0.7673
H -2.9525 -2.5207 -0.8375
H -5.4107 -3.3027 -0.2018
H -4.8370 -4.8786 -0.8887
H -4.9890 -3.4021 -1.8774
H -3.2439 -4.2645 -2.6041
H -2.6067 -5.2368 -1.4719
C -4.0413 3.8286 -2.6678
O -4.3586 4.0821 -1.2619
C -3.6457 3.2357 -0.3820
C -4.0013 3.7099 1.0860
C -3.5083 5.1610 1.3357
N -3.3545 2.9786 2.1372
H -3.7596 2.8047 -2.9133
H -3.3126 4.4223 -3.2197
H -4.9536 4.0657 -3.2153
H -3.8762 2.1814 -0.5349
H -2.5824 3.3450 -0.5955
H -5.0617 3.5825 1.3035
H -2.4953 5.2763 0.9501
H -3.4619 5.5007 2.3704
H -4.0485 5.9427 0.8016
H -2.4399 2.8124 1.7421
H -3.7356 2.0433 2.1340
C -5.5206 0.2844 1.0453
O -4.1428 0.2224 1.4153
C -4.0271 -0.2824 2.7574
C -2.6116 -0.9234 2.9912
C -2.6000 -2.0524 4.0198
N -1.6504 0.0279 3.5917
H -5.6569 0.4326 -0.0260
H -6.0429 1.1227 1.5064
H -6.0965 -0.6321 1.1735
H -4.2722 0.5488 3.4186
H -4.7646 -1.0618 2.9492
H -2.2887 -1.3364 2.0355
H -3.1397 -2.9245 3.6507
H -2.9671 -1.7218 4.9914
H -1.6199 -2.5290 4.0387
H -1.6554 0.9154 3.1096
H -0.7171 -0.3575 3.5678
C 2.4316 0.5251 3.7315
O 1.5589 -0.4119 3.1450
C 2.2177 -1.4664 2.4607
C 1.3601 -2.6418 1.9080
C 0.9271 -3.6466 2.9619
N 2.1196 -3.3561 0.9474
H 2.9564 1.0287 2.9196
H 3.2263 0.1258 4.3617
H 1.9056 1.2106 4.3959
H 2.8861 -1.0510 1.7066
H 2.9185 -1.8832 3.1841
H 0.4372 -2.2669 1.4654
H 0.2213 -4.3439 2.5106
H 0.4368 -3.0201 3.7070
H 1.7733 -4.1741 3.4020
H 2.4732 -2.7458 0.2245
H 1.5639 -4.0240 0.4324
C -0.0842 2.9169 2.1504
O -0.8443 2.2272 1.1430
C -0.0152 1.3134 0.3366
C -0.9495 0.5392 -0.6287
C -0.3016 -0.7646 -1.1947
N -1.3458 1.2542 -1.7799
H 0.2188 2.2553 2.9619
H -0.7681 3.6531 2.5728
H 0.8017 3.4026 1.7412
H 0.8221 1.7880 -0.1751
H 0.3634 0.6094 1.0777
H -1.8440 0.2473 -0.0784
H 0.2029 -1.3549 -0.4297
H 0.3556 -0.5845 -2.0454
H -1.1283 -1.3127 -1.6468
H -1.4815 2.2015 -1.4571
H -0.5631 1.3852 -2.4047
C -1.6790 2.7752 6.0555
C -0.4062 2.6294 6.7674
O -0.0230 3.8341 7.3555
H -1.5907 3.1002 5.0188
H -2.3779 3.4597 6.5364
H -2.2669 1.8707 5.8998
H 0.4129 2.2563 6.1526
H -0.6584 1.9609 7.5905
H 0.6770 4.2711 6.8648

two:
179
Properties=species:S:1:pos:R:3 method="wB97M-V/def2-TZVPD" smiles=COC[C@H](C)N.COC[C@H](C)N.COC[C@H](C)N.COC[C@H](C)N.COC[C@H](C)N.COC[C@H](C)N.COC[C@H](C)N.COC[C@H](C)N.COC[C@H](C)N.COC[C@H](C)N.CCO e_homo_ev=-8.4841
C -3.5276 -1.9933 -1.5161
O -4.8323 -2.1158 -2.0509
C -4.9230 -1.5575 -3.3417
C -6.3952 -1.4728 -3.7418
C -6.6159 -0.9183 -5.1221
N -7.1199 -0.6325 -2.7615
H -3.2322 -0.9588 -1.3108
H -2.8324 -2.4387 -2.2375
H -3.4318 -2.5682 -0.5957
H -4.5187 -0.5356 -3.2993
H -4.3624 -2.1295 -4.0912
H -6.8034 -2.4893 -3.6525
H -6.0419 -1.4426 -5.8878
H -6.3182 0.1329 -5.1156
H -7.6742 -0.9469 -5.3843
H -6.8846 -1.0074 -1.8476
H -8.0901 -0.8883 -2.9258
C 1.1381 7.2774 -1.0895
O 2.0083 6.1759 -0.9790
C 1.5115 5.1638 -0.1284
C 2.1834 3.8375 -0.4275
C 1.9882 3.2678 -1.8402
N 1.7479 2.8210 0.5291
H 1.7247 8.0764 -1.5488
H 0.8133 7.6589 -0.1169
H 0.2904 7.1060 -1.7586
H 1.7873 5.4166 0.9026
H 0.4208 5.0582 -0.1562
H 3.2669 3.9717 -0.3107
H 0.9499 3.0117 -2.0568
H 2.6437 2.4408 -2.1138
H 2.2713 4.0341 -2.5710
H 1.3157 3.2194 1.3583
H 1.0952 2.1523 0.1345
C 5.3044 1.2165 -0.2761
O 5.4054 0.0499 -1.0777
C 4.9018 0.2881 -2.3756
C 5.2964 -0.8857 -3.2972
C 5.1256 -0.4467 -4.7466
N 4.4772 -2.0634 -3.0373
H 4.2676 1.5631 -0.2274
H 5.8900 2.0088 -0.7585
H 5.6943 1.0926 0.7287
H 3.8114 0.4017 -2.3625
H 5.3331 1.1913 -2.8308
H 6.3551 -1.1325 -3.1718
H 4.1196 -0.0713 -4.9627
H 5.2863 -1.2621 -5.4546
H 5.8246 0.3402 -5.0422
H 3.4872 -1.7972 -3.1840
H 4.4009 -2.0724 -2.0150
C -3.6431 -0.3267 2.4053
O -4.5113 0.2584 1.4559
C -5.7049 -0.5000 1.2715
C -6.6760 0.1887 0.3397
C -7.0775 1.5983 0.8422
N -7.8818 -0.6249 0.3250
H -3.3111 -1.3326 2.1181
H -4.1206 -0.2710 3.3849
H -2.6946 0.2140 2.4091
H -5.3817 -1.3994 0.7307
H -6.0865 -0.8272 2.2439
H -6.1877 0.2208 -0.6294
H -7.7149 1.4339 1.7166
H -7.7850 2.0569 0.1450
H -6.3087 2.3290 1.0895
H -8.3605 -0.6944 1.2107
H -8.5568 -0.3303 -0.3669
C 4.5063 -2.7047 4.6688
O 5.3793 -1.8229 4.0116
C 4.9720 -1.4024 2.7219
C 4.7861 -2.5564 1.7210
C 6.0919 -3.2283 1.3770
N 4.1340 -2.0591 0.4804
H 4.5174 -3.6818 4.1749
H 3.4821 -2.3089 4.6354
H 4.7947 -2.8431 5.7079
H 4.0518 -0.8150 2.8578
H 5.7116 -0.6849 2.3646
H 4.0536 -3.2807 2.0858
H 6.8310 -2.5357 0.9667
H 5.9871 -4.1095 0.7471
H 6.5617 -3.5642 2.3084
H 3.5091 -1.2908 0.7166
H 4.8578 -1.5550 -0.0490
C -3.9628 5.4753 2.7968
O -3.0340 4.8003 1.9891
C -3.5851 3.7193 1.2591
C -2.5357 3.2268 0.2790
C -2.2493 4.1467 -0.9119
N -2.9323 1.9168 -0.2909
H -3.5333 6.1551 3.5350
H -4.5499 4.7436 3.3602
H -4.5923 6.1432 2.1975
H -3.9156 2.9333 1.9461
H -4.4750 4.0501 0.7060
H -1.5406 3.0297 0.6930
H -1.4918 3.7231 -1.5684
H -1.8844 5.1145 -0.5651
H -3.1823 4.3040 -1.4614
H -3.6949 2.1118 -0.9347
H -3.2910 1.2568 0.4094
C -2.1302 -3.2098 -4.6825
O -1.1845 -2.7024 -3.7655
C -0.8831 -1.3246 -4.0081
C 0.4628 -1.0144 -3.3559
C 0.7271 0.4999 -3.5298
N 1.5717 -1.7478 -3.9258
H -3.0754 -2.6646 -4.5847
H -2.3126 -4.2499 -4.4081
H -1.7403 -3.2015 -5.7047
H -0.7572 -1.1683 -5.0864
H -1.7105 -0.7361 -3.6039
H 0.4784 -1.1669 -2.2708
H -0.1693 1.1069 -3.4092
H 1.0831 0.7043 -4.5476
H 1.5294 0.8380 -2.8774
H 1.3392 -2.7350 -4.0174
H 1.6067 -1.3921 -4.8842
C -1.0735 -7.8447 -1.4052
O -0.7276 -6.6501 -0.7748
C -0.2606 -5.6173 -1.6338
C 0.2047 -4.4696 -0.7335
C 0.3968 -3.2530 -1.6132
N 1.4919 -4.7423 -0.0492
H -0.2727 -8.2923 -2.0000
H -1.9739 -7.7944 -2.0354
H -1.4060 -8.5491 -0.6399
H 0.5747 -5.9410 -2.2652
H -1.0799 -5.3574 -2.3128
H -0.4684 -4.2262 0.0903
H 1.0171 -2.4595 -1.1972
H -0.5492 -2.7915 -1.9137
H 0.8569 -3.4530 -2.5878
H 1.4892 -5.7193 0.2473
H 2.2272 -4.7381 -0.7561
C 0.9537 5.0248 4.0078
O 1.7180 3.9057 3.5831
C 3.0591 3.9157 4.0286
C 3.6358 2.5056 3.7942
C 4.9545 2.2917 4.5505
N 3.9227 2.2013 2.3836
H 1.0618 5.2035 5.0791
H -0.0897 4.7644 3.8177
H 1.1765 5.9020 3.3963
H 3.6333 4.6167 3.4046
H 3.1792 4.2499 5.0657
H 2.9970 1.7029 4.1643
H 5.5393 1.5370 4.0316
H 4.8047 2.0329 5.6028
H 5.5734 3.1912 4.6622
H 4.5957 2.8722 2.0155
H 3.0815 2.3724 1.8007
C 0.0828 1.1728 3.7488
O -0.3916 -0.1380 3.6874
C 0.5873 -1.1707 3.6790
C 0.0393 -2.3334 2.8545
C -1.1074 -3.0473 3.5407
N 1.1362 -3.2906 2.6182
H 0.7940 1.3689 4.5578
H -0.7298 1.8854 3.9059
H 0.5629 1.4724 2.8085
H 1.5357 -0.8545 3.2346
H 0.7300 -1.4945 4.7129
H -0.2998 -1.9464 1.8849
H -1.4551 -3.9449 3.0273
H -1.9287 -2.3364 3.6659
H -0.8997 -3.3895 4.5586
H 0.9568 -3.8218 1.7579
H 1.9748 -2.8047 2.2948
C 1.2905 -0.4884 0.6115
C -0.2002 -0.1834 0.5010
O -0.4141 0.8299 -0.4852
H 1.4290 -1.5051 0.9775
H 1.7369 0.1878 1.3469
H 1.8458 -0.2928 -0.3072
H -0.5405 0.2427 1.4484
H -0.7747 -1.0604 0.1823
H -1.3466 1.1676 -0.4400

Pick two: it beats the second-best structure by 40.7 kcal/mol.

one:
17
Properties=species:S:1:pos:R:3 method="wB97M-V/def2-TZVPD" smiles="C=Cc1[nH]ccc1C" e_homo_ev=-7.7522
C 2.0131 0.7540 -1.5959
C 1.5711 -0.1053 -0.6844
C 0.1423 -0.2109 -0.3538
N -0.8131 -0.2000 -1.3416
C -2.0512 -0.2491 -0.7696
C -1.8900 -0.2692 0.5951
C -0.4942 -0.2707 0.8717
C 0.1730 -0.1398 2.2075
H 1.3583 1.4214 -2.1463
H 3.0526 0.8814 -1.8768
H 2.2077 -0.7532 -0.0920
H -0.6074 -0.2279 -2.3283
H -2.9385 -0.1660 -1.3772
H -2.7145 -0.2099 1.2876
H -0.5933 0.0761 2.9495
H 0.7290 -1.0391 2.4683
H 0.8551 0.7082 2.1862

two:
17
Properties=species:S:1:pos:R:3 method="wB97M-V/def2-TZVPD" smiles="c1ccncc1.C=C" e_homo_ev=-8.4086
C 0.7702 -1.5968 -1.2812
C -0.2802 -0.7217 -1.3157
C -0.8302 -0.2355 -0.0941
N -0.2157 -0.4708 1.0782
C 1.0247 -1.0931 0.9971
C 1.4761 -1.6962 -0.1346
H 1.0235 -2.2048 -2.2466
H -0.9579 -0.6481 -2.1980
H -1.7634 0.2350 -0.1289
H 1.5723 -1.2706 1.9345
H 2.4279 -2.2790 -0.0806
C -1.2299 2.0975 0.1748
C -0.1958 1.8267 1.0376
H -1.1908 1.6892 -0.8223
H -2.1857 2.6069 0.2134
H 0.7525 1.4219 0.7217
H -0.1977 2.3395 2.1449

Pick one: it beats the second-best structure by 76.9 kcal/mol.

one:
17
Properties=species:S:1:pos:R:3 method="wB97M-V/def2-TZVPD" e_homo_ev=-7.9848
C -0.6981 1.7444 -0.6361
C -0.0588 1.3303 0.8688
C 0.7111 -0.1436 1.4741
C 0.8210 -1.5689 0.6585
C -0.6066 0.1551 -1.5672
C 0.3129 -0.2132 -0.6251
C -0.4744 0.0437 0.6664
H -0.2273 2.5819 -1.1839
H -1.7745 1.8961 -0.5746
H -0.5760 1.8390 1.5891
H 0.6696 -0.3664 2.5364
H 0.1163 -2.1682 1.2346
H 1.7859 -2.0468 0.4293
H -0.3115 0.3047 -2.6293
H 1.2342 0.2372 -0.8598
H -1.4956 -0.2095 0.9295
N 0.0767 -1.4507 -0.9296

two:
17
Properties=species:S:1:pos:R:3 method="wB97M-V/def2-TZVPD" smiles="C#C/C=C(/C)[C@@H]1CN1" e_homo_ev=-8.5841
C 3.1649 -0.4997 0.5392
C 2.0391 -0.2376 0.9310
C 0.6202 -0.2022 1.3671
C -0.4660 0.1763 0.5063
C -1.7829 0.6775 1.2904
C -0.7161 0.2252 -0.9930
C -0.2418 -0.8562 -1.9491
N 0.3882 0.5046 -1.9062
H 4.1218 -0.5977 0.1008
H 0.4721 -0.0654 2.4091
H -1.7763 1.8866 1.2257
H -2.7120 0.3858 0.7876
H -1.9306 0.5172 2.4502
H -1.6615 0.7692 -1.1207
H 0.1448 -1.7715 -1.5446
H -0.9864 -1.2080 -2.8135
H 1.3225 0.2959 -1.2804

three:
17
Properties=species:S:1:pos:R:3 method="wB97M-V/def2-TZVPD" smiles=C[C@@H]1Cc2cc[nH]c21 e_homo_ev=-7.4535
C 1.9649 -0.5410 0.4102
C 0.8734 0.0819 -0.4996
C 0.2689 1.4877 0.1150
C -1.0916 0.8747 0.1572
C -2.4550 0.7350 0.2276
C -2.7442 -0.5784 -0.1140
N -1.6242 -1.2771 -0.3644
C -0.5595 -0.4881 -0.1965
H 1.9759 -1.5826 0.3028
H 1.8147 -0.2586 1.4130
H 2.8834 -0.1495 0.0353
H 1.2935 -0.0177 -1.4328
H 0.5163 2.3577 -0.5405
H 0.6993 1.6093 1.2035
H -3.2268 1.4674 0.2269
H -3.5837 -1.2553 0.2211
H -1.5582 -2.1923 -0.7594

Pick three: it beats the second-best structure by 46.4 kcal/mol.

one:
17
Properties=species:S:1:pos:R:3 method="wB97M-V/def2-TZVPD" e_homo_ev=-8.6456
C -0.1142 1.3182 -0.7215
C -1.0120 -0.0553 -0.9012
C -0.4332 -0.3133 0.9737
C 0.5433 1.0376 0.6370
C 1.7529 0.0990 0.2422
C 1.3477 -1.0849 -0.3345
C -0.1253 -1.0893 -0.1418
H -0.7114 2.0935 -0.4498
H 0.6488 2.0029 -1.4851
H -1.3823 -0.5346 -1.8383
H -2.3337 -0.7703 0.2019
H -0.4565 -0.9959 2.0684
H 0.4792 1.9907 1.3970
H 2.8272 0.4724 0.1075
H 2.0114 -1.6337 -1.0751
H -0.6713 -2.0302 -0.3015
N -1.7382 -0.0095 0.4074

two:
17
Properties=species:S:1:pos:R:3 method="wB97M-V/def2-TZVPD" e_homo_ev=-7.7985
C -1.4973 0.3303 -1.4632
N 2.1561 0.6351 -0.5325
C 1.3988 -0.5513 -0.1360
C -1.2009 0.6843 -0.0446
C -1.6373 0.3791 1.1911
C -0.2293 0.8762 1.0859
C 0.7731 -0.3193 1.2295
C 0.4640 -1.4385 0.3773
H -1.1001 -0.6584 -1.4911
H -0.9878 0.9837 -2.2057
H -2.5930 0.2830 -1.5725
H 1.1742 -0.0742 -1.2002
H 3.0508 0.2365 -0.8467
H -1.8989 -0.3937 1.8477
H 0.2945 1.8056 1.2369
H 1.3738 -0.2872 2.1225
H 0.4592 -2.4913 0.4017

Pick one: it beats the second-best structure by 114.8 kcal/mol.